# 1
ORCA calculation (the ωB97M-V functional and the def2-TZVPD basis) on C5H10O2 in the gas phase.

Geometry as XYZ:
```
17
Properties=species:S:1:pos:R:3
C 0.413 0.315 2.513
C 0.835 -0.194 1.148
O -0.326 -0.347 0.349
C -0.072 -0.307 -1.038
C -1.305 -0.840 -1.752
C 0.174 1.141 -1.445
O 1.029 1.509 -2.213
H -0.294 -0.377 2.980
H 1.281 0.425 3.170
H -0.076 1.289 2.414
H 1.535 0.515 0.680
H 1.358 -1.160 1.231
H 0.816 -0.899 -1.308
H -1.155 -0.837 -2.836
H -1.503 -1.864 -1.422
H -2.182 -0.228 -1.512
H -0.528 1.857 -0.959
```

Values from the calculation:
Energy in eV: -9441.3959
Frontier orbital gap in eV: 10.67
E_LUMO in Ha: 0.0376
Energy relative to the best compared isomer or geometry (same formula, charge and spin) in kcal per mole: 38.0

***

# 2
ORCA calculation (the ωB97M-V functional and the def2-TZVPD basis) on C5H9NO in the gas phase.

Geometry as XYZ:
```
16
Properties=species:S:1:pos:R:3
C 2.573 0.344 1.164
C 1.523 0.965 0.281
C 0.232 0.781 0.423
N -0.979 0.659 0.576
C -1.749 -0.386 -0.114
C -1.078 -0.962 -1.346
O -2.969 0.172 -0.518
H 3.251 -0.292 0.585
H 2.120 -0.271 1.948
H 3.179 1.117 1.649
H 1.835 1.617 -0.531
H -1.910 -1.176 0.636
H -0.904 -0.163 -2.073
H -0.121 -1.425 -1.090
H -1.730 -1.712 -1.799
H -3.274 0.731 0.209
```

Values from the calculation:
Energy in eV: -8867.1682
Frontier orbital gap in eV: 9.56
E_LUMO in Ha: 0.0315
Energy relative to the best compared isomer or geometry (same formula, charge and spin) in kcal per mole: 47.1

***

# 3
ORCA calculation (the ωB97M-V functional and the def2-TZVPD basis) on a 5-piece molecular cluster, C23H33N2O12 overall in a non-equilibrium geometry.

Geometry as XYZ:
```
70
Properties=species:S:1:pos:R:3
C -3.867 -1.836 0.582
C -3.573 -2.025 1.893
C -3.446 -0.818 2.777
N -2.002 -0.588 3.137
C -1.160 -0.593 2.129
C 0.170 -0.361 2.419
C 0.464 -0.163 3.725
C -0.521 -0.186 4.712
N -1.779 -0.417 4.410
H -4.734 -1.214 0.358
H -3.247 -2.200 -0.234
H -3.454 -3.028 2.290
H -3.837 0.074 2.294
H -4.013 -0.957 3.697
H -1.512 -0.735 1.122
H 0.912 -0.345 1.637
H 1.481 0.047 4.030
H -0.266 -0.010 5.746
C -2.481 2.843 2.854
C -2.374 3.728 1.628
C -3.119 5.038 1.696
O -3.334 5.321 0.308
C -3.392 4.129 -0.342
O -3.735 3.981 -1.464
O -3.004 3.116 0.490
H -1.580 2.927 3.463
H -3.323 3.116 3.492
H -2.608 1.804 2.562
H -1.324 3.887 1.369
H -2.549 5.834 2.169
H -4.094 4.951 2.182
C -1.232 0.613 -3.842
C -0.728 -0.191 -2.659
C 0.615 -0.845 -2.837
O 0.536 -1.945 -1.903
C -0.770 -2.280 -1.804
O -1.181 -3.258 -1.258
O -1.554 -1.359 -2.411
H -1.078 1.673 -3.671
H -0.703 0.354 -4.760
H -2.295 0.436 -4.006
H -0.757 0.422 -1.753
H 1.441 -0.196 -2.591
H 0.762 -1.262 -3.836
C 2.291 -5.509 1.986
C 3.086 -4.869 3.108
C 2.275 -4.392 4.286
O 3.122 -3.371 4.836
C 3.855 -2.869 3.804
O 4.517 -1.886 3.867
O 3.701 -3.631 2.693
H 2.364 -6.594 2.041
H 1.231 -5.254 2.041
H 2.661 -5.188 1.014
H 3.890 -5.536 3.427
H 2.084 -5.171 5.021
H 1.329 -3.930 3.992
C 3.217 2.571 -7.221
C 3.163 2.822 -5.727
C 4.158 2.047 -4.903
O 3.508 2.010 -3.620
C 2.179 2.068 -3.853
O 1.341 1.872 -3.024
O 1.923 2.356 -5.145
H 3.746 3.380 -7.722
H 3.744 1.645 -7.458
H 2.215 2.501 -7.642
H 3.229 3.893 -5.524
H 5.128 2.532 -4.830
H 4.291 1.020 -5.247
```

Values from the calculation:
Energy in eV: -51927.8319
Total charge: +1
Frontier orbital gap in eV: 7.54
E_LUMO in Ha: -0.1641
Energy relative to the best compared isomer or geometry (same formula, charge and spin) in kcal per mole: 64.4